No. 1
ORCA calculation (ωB97M-V with the def2-TZVPD basis set) on a molecular structure, B5F20Zn at a distorted geometry.

```
26
B5F20Zn ωB97M-V with the def2-TZVPD basis set
F -8.3442 -11.2191 4.4741
F -5.3151 -8.0397 5.5565
F -2.0902 -10.2784 4.0561
F -7.4097 -12.7440 3.1346
F -6.0867 -10.6423 -0.1918
B -6.5921 -9.4323 0.1741
B -4.5958 -13.1649 7.2500
F -3.0270 -11.3731 2.4068
Zn -5.4547 -10.8773 4.3746
F -6.6436 -6.3761 6.3681
F -4.0830 -13.4723 6.0132
B -8.5976 -12.4572 3.8031
F -0.9729 -11.2926 2.4892
B -2.0157 -10.5011 2.7361
F -4.9795 -14.2786 7.9403
F -7.8827 -9.3014 -0.2035
F -1.8971 -9.3425 1.9751
F -5.7011 -12.4385 6.8539
F -3.8291 -12.3586 7.9518
F -6.5892 -9.3543 1.5424
F -8.7944 -13.4315 4.7988
B -5.7089 -7.3149 6.6614
F -9.4799 -12.3788 2.8158
F -4.5808 -6.5425 7.0089
F -5.7166 -8.4447 -0.2132
F -6.1376 -8.0582 7.7627
```

Its net charge is -3. For the relative energy (zero: lowest compared OMol25 entry of this formula, charge and spin), the calculation gives 158.2 kcal per mole. As for the spin multiplicity: 1.

Results of the Mulliken charge analysis, in e, for atoms 1 through 6: -0.455 -0.301 -0.358 -0.443 -0.409 0.567

No. 2
ORCA calculation (ωB97M-V with the def2-TZVPD basis set) on a gas-phase ion, C5H13OS (charge +1) at a distorted geometry.

```
20
C5H13OS ωB97M-V with the def2-TZVPD basis set
H 0.3488 -2.0856 1.9917
H 0.6981 -0.0649 -2.2984
C -2.1105 0.2662 -2.5737
O 0.4411 -0.7302 3.6778
H 1.0058 1.5896 -1.4166
H 2.5869 -0.2506 -0.4496
C 1.4365 -0.3973 -0.1676
H -1.6560 1.9500 -0.6164
H -0.9506 -0.6918 2.0120
C 1.2353 0.0409 1.3992
H 0.9360 1.1589 1.5714
C 0.1890 -0.9415 2.2422
H -1.9846 -0.8448 -2.9375
H -0.0664 0.0899 3.9972
S -1.2524 0.6075 -0.9091
H -1.6818 0.9876 -3.4228
H -3.2820 0.4641 -2.4575
C 0.5879 0.4995 -1.2524
H 2.2957 -0.1026 1.9279
H 1.2230 -1.5447 -0.3178
```

Its net charge is +1. For the relative energy (zero: lowest compared OMol25 entry of this formula, charge and spin), the calculation gives 54.0 kcal per mole. As for the spin multiplicity: 1.

Results of the Mulliken charge analysis, in e, for atoms 1 through 6: 0.282 0.392 -0.842 -0.509 0.399 0.326

No. 3
ORCA calculation (ωB97M-V with the def2-TZVPD basis set) on 2 unconnected molecules or ions with the total composition C4H11N3O2 at a distorted geometry.

```
20
C4H11N3O2 ωB97M-V with the def2-TZVPD basis set
H -3.1647 -1.1742 1.4254
C -0.8045 0.1082 -2.0854
C 2.4378 -0.4393 -0.2560
C 2.1555 0.5632 0.8296
N -1.8808 0.2408 -1.1150
N -0.8475 -1.2719 0.3122
H -0.5152 -0.9244 -2.3298
C -1.8876 -0.6257 -0.0282
O 2.4726 1.8143 0.3646
H 2.4516 2.4644 1.0623
H 2.7573 0.0339 -1.1745
H 3.0250 -1.2498 0.1475
N -3.1635 -0.7650 0.5074
H -0.9585 -1.6813 1.2266
H -3.7225 0.0758 0.6122
O 1.7045 0.3960 1.9210
H -2.7816 0.1596 -1.5733
H 1.4506 -0.8376 -0.5023
H -1.1576 0.4749 -3.0512
H 0.0553 0.5823 -1.7243
```

Its net charge is 0. For the relative energy (zero: lowest compared OMol25 entry of this formula, charge and spin), the calculation gives 17.0 kcal per mole. Its SMILES is [H]/N=C(\N)NC.CC(=O)O. As for the spin multiplicity: 1.

Results of the Mulliken charge analysis, in e, for atoms 1 through 6: 0.250 -0.816 -0.704 0.700 -0.332 -0.516

No. 4
ORCA calculation (ωB97M-V with the def2-TZVPD basis set) on a single C7H9BrFNO3S molecule at a distorted geometry.

```
23
C7H9BrFNO3S ωB97M-V with the def2-TZVPD basis set
N 2.5201 -2.1407 -0.7869
H 0.5618 -2.6246 1.3140
H -1.2145 1.6990 -1.2628
C 0.7692 -0.3762 -0.6752
H -0.6293 -2.1908 -0.1437
F 2.8832 2.5291 -1.4163
H 4.2363 2.1742 0.6006
C 2.6266 1.3000 -0.7766
C 0.3052 -2.6163 0.1727
H -2.9892 2.1740 0.3499
C 1.4863 0.8001 -1.2285
C -1.0194 1.2019 -0.1908
O 3.3106 -1.4513 -1.4490
O -0.5164 -0.1203 -0.2956
S 3.7558 0.8154 0.4456
O 2.7639 -3.2308 -0.3802
H 0.9150 1.3439 -2.0017
C 1.2347 -1.6671 -0.4464
Br -3.5868 -0.1635 -0.4739
H -0.3497 1.7191 0.4014
H 0.5954 -3.6151 -0.2228
H -2.2617 0.8126 1.4219
C -2.3883 1.1749 0.4616
```

Its net charge is 0. For the relative energy (zero: lowest compared OMol25 entry of this formula, charge and spin), the calculation gives 0.0 kcal per mole. Its SMILES is C/C(=C(/C=C(/F)S)OCCBr)[N+](=O)[O-]. As for the spin multiplicity: 1.

Results of the Mulliken charge analysis, in e, for atoms 1 through 6: 0.918 0.208 0.221 0.679 0.366 -0.262

No. 5
ORCA calculation (ωB97M-V with the def2-TZVPD basis set) on a single C3H5O2P molecule at a distorted geometry.

```
11
C3H5O2P ωB97M-V with the def2-TZVPD basis set
H 2.1616 -0.5252 1.0011
H 0.0100 -1.2526 -0.0801
O -0.6230 1.8801 -0.6062
C 0.3610 -0.2599 -0.1783
C 1.7327 0.1497 0.2861
H -1.7554 -1.4012 -0.3365
P -2.4057 -0.1761 -0.2515
C -0.7576 0.6813 -0.4413
H 1.8792 1.2468 0.5331
O 1.5392 -0.0834 -1.0596
H -2.1421 -0.2594 1.1330
```

Its net charge is 0. For the relative energy (zero: lowest compared OMol25 entry of this formula, charge and spin), the calculation gives 67.3 kcal per mole. Its SMILES is O=C(P)[C@@H]1CO1. As for the spin multiplicity: 1.

Results of the Mulliken charge analysis, in e, for atoms 1 through 6: 0.273 0.272 -0.506 0.026 -0.353 0.027

No. 6
ORCA calculation (ωB97M-V with the def2-TZVPD basis set) on a single C20H20N4O2 molecule at a distorted geometry.

```
46
C20H20N4O2 ωB97M-V with the def2-TZVPD basis set
N 0.9477 1.2997 -1.5215
N 2.0175 0.0246 0.0910
H -0.7035 -0.7323 -3.0504
H 1.3633 3.3175 -1.6119
C 0.6684 4.7379 4.7738
H 1.4474 5.1361 5.4220
C 0.8775 -2.2860 -0.6831
C -1.4384 -3.4777 -3.1707
C 1.1568 0.0913 -0.9202
H -2.0046 -3.0170 -3.9672
H 2.4509 2.3415 -0.5956
H -0.3044 -7.2798 -0.8915
H 2.9679 -1.1429 1.4667
N 1.7395 -2.3196 0.3388
C 1.4098 2.5080 -0.8762
H -4.5640 2.2201 1.0541
C -0.6089 -2.7253 -2.3510
H -2.1502 -5.4427 -3.5616
C -0.7883 -5.4583 -1.9107
O -2.7997 2.8763 1.7227
H 2.3472 3.6070 1.4153
C -0.7510 2.6860 0.4143
H -1.2604 2.2482 -0.4296
C 2.2588 -1.1551 0.6494
C 0.0359 -4.7055 -1.0965
H -1.9581 -7.2055 -1.5105
C -3.5381 2.2699 0.6922
C 1.2814 3.4507 1.4352
N -0.3579 -1.3748 -2.3587
H -3.5104 2.8643 -0.2276
C -1.4551 3.0387 1.5551
C 0.1308 -3.3350 -1.3125
C -0.7920 3.6119 2.6402
H -0.6177 -7.4701 -2.6203
H -1.3838 3.8703 3.5021
H 0.2009 3.8745 5.2574
C 0.5756 3.8208 2.5822
H -0.0879 5.5103 4.6000
C 0.5516 -1.0939 -1.3642
H -3.1806 1.2559 0.4834
H 0.6063 -5.1587 -0.3008
C -1.5128 -4.8343 -2.9357
C -0.9220 -6.9400 -1.7184
H 0.1115 1.3821 -2.0783
C 0.6252 2.8896 0.3597
O 1.3166 4.3720 3.5798
```

Its net charge is 0. For the relative energy (zero: lowest compared OMol25 entry of this formula, charge and spin), the calculation gives 26.8 kcal per mole. Its SMILES is COc1cc(CNc2ncnc3c2[nH]c2ccc(C)cc23)cc(OC)c1. As for the spin multiplicity: 1.

Results of the Mulliken charge analysis, in e, for atoms 1 through 6: -0.222 -0.523 0.197 0.447 -0.845 0.239